(1)
C30H30Br2GeN3OPY | wB97M-V/def2-TZVPD

Output
Orbital gap in eV: 7.64
Lowest unoccupied orbital energy in Eh: -0.103
HOMO level in eV: -10.449
Largest force on an atom in eV Å⁻¹: 1.0
Total charge: +1
Energy above the lowest of the compared OMol25 structures with the same formula, charge and spin in eV: 0.0000
Energy in eV: -245045.79354

Each line ends with the Löwdin charge.
Atoms and positions in Å:
Y -0.46194 -0.12764 0.41884  1.3990
Br -3.41849 -1.86573 -3.32761  0.8188
C -3.11920 -0.04352 -2.96701  -0.5945
C -3.87138 0.91993 -3.66633  -0.1524
C -3.65169 2.24648 -3.45718  -0.6224
Br -4.68203 3.50405 -4.41489  0.8183
C -2.66304 2.67827 -2.53881  -0.1773
C -2.33800 4.02936 -2.29101  -0.0056
C -1.34800 4.34251 -1.40655  -0.0272
C -0.68450 3.30555 -0.73885  -0.1152
N -0.95831 2.03310 -0.92127  0.0444
C -1.93577 1.69834 -1.83223  -0.1418
C -2.16392 0.30705 -2.04740  -0.3958
O -1.43799 -0.57259 -1.37086  -0.3237
H -4.62225 0.59714 -4.37369  0.1028
H -2.87583 4.80692 -2.81629  0.0875
H -1.07195 5.36920 -1.20927  0.1160
H 0.10197 3.54379 -0.03339  0.0932
N 2.82113 -1.41424 1.30879  -0.1147
P 1.48673 -2.31861 0.72231  1.0021
C 1.63950 -3.82770 1.71026  -0.3852
C 1.23568 -5.04475 1.16261  -0.0890
C 1.26774 -6.19584 1.93523  -0.0575
C 1.70259 -6.13797 3.25284  -0.0609
C 2.09684 -4.92675 3.80363  -0.0651
C 2.05552 -3.76934 3.03808  -0.1021
C 1.97262 -2.86820 -0.93570  -0.3781
C 1.12722 -2.63488 -2.01938  -0.0908
C 1.50011 -3.04500 -3.29651  -0.0582
C 2.71546 -3.67844 -3.49039  -0.0587
C 3.56231 -3.91824 -2.41048  -0.0625
C 3.19233 -3.51927 -1.14035  -0.0909
C 2.84098 -0.08195 1.66360  -0.3653
C 3.96030 0.43602 2.33172  0.0000
C 3.96677 1.75591 2.70296  -0.0345
C 2.85729 2.55777 2.42547  -0.0489
C 1.80989 1.97793 1.76740  -0.1343
N 1.78965 0.68933 1.36374  0.0059
H 3.66655 -1.92406 1.52225  0.1100
H 0.90531 -5.09743 0.13192  0.1125
H 0.95803 -7.14027 1.50587  0.1134
H 1.73171 -7.03910 3.85259  0.1125
H 2.43011 -4.87970 4.83257  0.1113
H 2.34453 -2.82375 3.48321  0.1025
H 0.16463 -2.15087 -1.89064  0.0687
H 0.83684 -2.86498 -4.13313  0.1138
H 3.00937 -3.99264 -4.48421  0.1131
H 4.50664 -4.42473 -2.56361  0.1121
H 3.84574 -3.73541 -0.30162  0.1094
H 4.79828 -0.21353 2.55131  0.1212
H 4.82395 2.16712 3.22099  0.1227
H 2.81506 3.59657 2.71740  0.1153
H 0.91893 2.55319 1.54808  0.0888
C -4.20552 -1.43417 3.80698  -0.2240
Ge -2.91266 -1.54695 2.36420  0.6841
C -3.78741 -2.01458 0.68005  -0.2294
C -1.63147 -2.98660 2.74625  -0.2317
C -1.92097 0.13255 2.15120  -0.4646
H -4.74090 -2.37786 3.92922  0.0226
H -4.92844 -0.64482 3.59756  0.0219
H -3.69371 -1.19613 4.74078  0.0214
H -4.42889 -2.88639 0.82439  0.0280
H -3.05404 -2.26353 -0.08922  -0.0143
H -4.40440 -1.19657 0.30191  0.0274
H -2.11147 -3.77218 3.33405  0.0276
H -0.76664 -2.63210 3.31165  0.0113
H -1.28221 -3.44836 1.81869  -0.0007
H -1.42374 0.34937 3.10705  -0.0232
H -2.66020 0.92597 1.97886  -0.0196


(2)
C30H30BrN3OPd | wB97M-V/def2-TZVPD

Output
Orbital gap (spin up / spin down) in eV: 6.33 / 6.32
Lowest unoccupied orbital energy (spin up / spin down) in Eh: -0.048 / -0.048
HOMO level (spin up / spin down) in eV: -7.630 / -7.630
Largest force on an atom in eV Å⁻¹: 1.1
Energy in eV: -111635.89056

Each line ends with the Löwdin charge.
Atoms and positions in Å:
Pd 0.05062 -2.46866 -1.24410  0.7875
N 7.34753 -2.32542 6.03730  0.1552
C 6.53157 -2.37237 5.22920  -0.1747
C 5.49952 -2.43168 4.20709  -0.2250
C 5.48418 -3.48479 3.29752  -0.0139
C 4.50010 -3.53611 2.32293  -0.0061
C 3.52293 -2.54773 2.26007  -0.1929
C 3.54250 -1.49944 3.17363  -0.0065
C 4.53054 -1.43578 4.14320  -0.0136
C 2.45753 -2.60969 1.21228  -0.0420
C 2.85332 -2.33227 -0.10073  -0.2449
C 4.12565 -1.90980 -0.54270  -0.0124
C 4.05022 -1.73024 -1.91313  -0.0611
C 2.73011 -2.03905 -2.27245  -0.1345
N 2.02195 -2.41289 -1.20800  -0.0792
C 1.17562 -2.92592 1.62783  -0.2489
C 0.74474 -3.22777 2.95320  -0.0151
C -0.61437 -3.41082 2.90129  -0.0608
C -0.98172 -3.22289 1.54216  -0.1526
N 0.06691 -2.94413 0.78972  -0.0504
H 6.24188 -4.25504 3.35695  0.1222
H 4.48416 -4.34840 1.60611  0.1305
H 2.78189 -0.72983 3.11832  0.1314
H 4.55465 -0.61811 4.85145  0.1225
H 4.98937 -1.76721 0.08948  0.1145
H 4.83254 -1.41099 -2.58365  0.0982
H 2.28343 -2.01602 -3.25424  0.1150
H 1.38297 -3.29261 3.82132  0.1140
H -1.28317 -3.64651 3.71488  0.0970
H -1.96896 -3.28276 1.10839  0.0741
C -5.18831 3.16841 -2.36306  -0.0461
C -4.95694 2.32864 -1.09797  -0.5612
C -4.83733 3.26482 0.11275  -0.0488
C -6.17166 1.42669 -0.88963  -0.0719
C -3.66973 1.51705 -1.26195  -0.1770
C -3.64167 0.13612 -1.33222  -0.0824
C -2.41924 -0.47488 -1.54167  -0.5145
Br -2.38754 -2.39242 -1.64867  0.8812
C -1.18090 0.14219 -1.70388  -0.3926
O -0.06545 -0.52120 -1.97023  -0.2591
C -1.20480 1.55124 -1.56349  -0.0771
C -2.43783 2.16783 -1.37974  0.0102
C 0.04858 2.45183 -1.64810  -0.5265
C -0.00483 3.24258 -2.96339  -0.0438
C 0.04871 3.43781 -0.46709  -0.0551
C 1.39413 1.71239 -1.59369  -0.0663
H -6.11818 3.73937 -2.27795  0.0845
H -5.25715 2.52787 -3.24608  0.0905
H -4.37055 3.87506 -2.52570  0.0794
H -5.76221 3.83473 0.24310  0.0846
H -4.02106 3.98049 -0.00596  0.0749
H -4.65379 2.69531 1.02780  0.0914
H -7.06534 2.04236 -0.76875  0.0847
H -6.06834 0.80916 0.00677  0.0884
H -6.34085 0.76690 -1.74484  0.0851
H -4.53537 -0.46420 -1.21819  0.0972
H -2.44253 3.24984 -1.31466  0.0999
H -0.89749 3.87201 -3.01843  0.0790
H -0.01830 2.56441 -3.82036  0.0914
H 0.87458 3.88770 -3.05104  0.0844
H -0.82448 4.09095 -0.45075  0.0692
H 0.93318 4.07731 -0.52849  0.0836
H 0.08311 2.89862 0.48319  0.0920
H 1.54300 1.05087 -2.44357  0.0726
H 1.49014 1.11002 -0.68737  0.0868
H 2.18821 2.46701 -1.59197  0.0834


(3)
C30H30Cl2CrF10O30 | wB97M-V/def2-TZVPD

Output
Orbital gap (spin up / spin down) in eV: 7.50 / 9.36
Spin multiplicity: 4
Lowest unoccupied orbital energy (spin up / spin down) in Eh: -0.163 / -0.099
HOMO level (spin up / spin down) in eV: -11.952 / -12.066
Largest force on an atom in eV Å⁻¹: 5.6
Total charge: +1
Energy in eV: -173657.61349

Each line ends with the Löwdin spin population.
Atoms and positions in Å:
Cr 1.73791 0.75590 0.91884  2.9620
Cl 4.04609 1.07946 1.52989  -0.0153
Cl -0.53976 0.35384 0.41308  -0.0012
C 2.08433 3.50320 -3.86248  0.0002
C 1.54269 2.29274 -4.57849  0.0000
O 1.66411 1.40334 -3.47500  0.0004
C 1.65998 2.02272 -2.28324  0.0015
O 1.72703 1.52800 -1.19002  0.0049
O 1.91857 3.27592 -2.50841  0.0010
F 2.27521 1.99883 -5.64145  0.0000
H 1.47409 4.34309 -4.19460  0.0000
H 3.07999 3.69307 -4.26338  0.0000
H 0.52304 2.41223 -4.94477  0.0000
C -0.48481 5.68323 0.31435  0.0001
C -0.61143 5.64286 1.83603  0.0003
O 0.58055 4.85053 2.02673  0.0008
C 0.74494 3.99595 1.00246  0.0044
O 1.42584 2.94194 1.02267  0.0165
O 0.03750 4.43508 -0.04860  0.0008
F -1.66317 4.96892 2.07566  0.0001
H 0.15223 6.47472 -0.08037  0.0000
H -1.45870 5.87908 -0.13429  0.0000
H -0.79249 6.67206 2.14597  0.0000
C -4.34859 3.34218 -1.76499  0.0000
C -3.26320 4.23063 -1.20923  0.0000
O -2.18203 4.00292 -2.09166  0.0000
C -2.35775 2.82698 -2.66359  0.0001
O -1.52207 2.26864 -3.29541  0.0001
O -3.58954 2.36374 -2.47532  0.0000
F -2.97010 3.97875 0.08162  0.0000
H -4.98799 3.84758 -2.48875  0.0000
H -5.04109 2.87527 -1.06459  0.0000
H -3.49814 5.27961 -1.38956  0.0000
C -1.86022 -2.51383 3.88509  0.0000
C -3.34657 -2.39406 3.50163  0.0000
O -3.56146 -1.01985 3.45506  0.0000
C -2.40944 -0.33525 3.64796  0.0002
O -2.30328 0.88701 3.52863  0.0003
O -1.43262 -1.16110 3.92771  0.0002
F -4.10415 -2.97355 4.42698  0.0000
H -1.32712 -3.18121 3.20794  0.0000
H -1.66205 -3.02820 4.82544  0.0000
H -3.54093 -2.89030 2.55081  0.0000
C 1.13828 3.00423 6.02468  0.0001
C 0.90648 1.57142 6.37052  0.0001
O 0.64813 0.84822 5.24803  0.0001
C 0.92230 1.69013 4.20908  0.0022
O 1.16252 1.32519 3.08109  0.0139
O 1.22534 2.91858 4.65523  0.0006
F -0.25510 1.45404 7.04231  0.0000
H 2.11469 3.38151 6.32861  0.0000
H 0.35347 3.71224 6.29096  0.0000
H 1.68669 1.05495 6.92964  0.0000
C 3.31600 -3.86260 3.22402  0.0001
C 2.36143 -3.67715 4.39091  0.0000
O 1.34879 -2.85977 3.80209  0.0001
C 2.01755 -2.10725 2.89243  0.0005
O 1.55637 -1.10466 2.32138  0.0008
O 3.22414 -2.53773 2.74329  0.0007
F 3.02189 -2.99958 5.33704  0.0000
H 2.85464 -4.57567 2.54081  0.0000
H 4.34347 -4.16217 3.43058  0.0000
H 1.95009 -4.62569 4.73613  0.0000
C -4.44718 0.11206 0.34449  -0.0004
C -3.93570 -0.64489 -0.85957  -0.0009
O -4.94686 -0.34482 -1.76481  -0.0001
C -6.08578 -0.10576 -1.16923  0.0000
O -7.17430 0.06069 -1.73333  0.0000
O -5.84126 0.04651 0.16608  0.0000
F -3.81644 -1.95576 -0.58830  -0.0001
H -4.23003 1.17663 0.25706  0.0000
H -4.09813 -0.23576 1.31674  -0.0001
H -2.93929 -0.32039 -1.15951  -0.0010
C -0.82334 -4.61645 -1.44406  0.0000
C -0.80052 -3.59504 -0.29490  0.0003
O 0.57188 -3.65041 0.00094  0.0000
C 1.16331 -4.73971 -0.47322  0.0000
O 2.26696 -5.19323 -0.10165  0.0000
O 0.36398 -5.29843 -1.33852  0.0000
F -1.56586 -4.04308 0.67110  0.0000
H -0.79195 -4.10930 -2.40837  0.0000
H -1.72399 -5.22794 -1.49886  0.0000
H -1.12607 -2.60278 -0.60720  0.0004
C 4.67217 -3.15801 -1.39714  0.0002
C 4.95648 -2.01580 -2.33935  0.0000
O 3.76562 -1.24169 -2.23165  0.0010
C 3.26836 -1.44210 -1.09340  0.0011
O 2.48780 -0.77794 -0.47065  0.0014
O 3.87831 -2.45686 -0.50517  0.0013
F 4.96799 -2.50688 -3.56065  0.0000
H 5.52398 -3.66144 -0.93989  0.0000
H 4.01428 -3.87897 -1.88242  0.0000
H 5.80085 -1.34557 -2.17829  0.0000
C 1.84317 -1.58287 -6.02368  0.0000
C 0.37141 -1.70603 -6.47699  0.0000
O -0.39731 -1.95749 -5.30272  0.0000
C 0.43826 -1.86493 -4.29224  0.0000
O 0.06811 -1.90562 -3.11681  0.0001
O 1.68912 -1.70738 -4.64321  0.0000
F 0.26677 -2.83025 -7.20573  0.0000
H 2.22717 -0.57851 -6.20234  0.0000
H 2.48367 -2.22964 -6.62329  0.0000
H -0.05821 -0.92509 -7.10440  0.0000